C4H11N2S | ωB97M-V with the def2-TZVPD basis set

Last column: Mulliken spin population.
Cartesian coordinates (Å):
C1 -0.253 0.797 0.005  0.010
C2 0.988 1.116 0.850  -0.002
C3 0.011 -1.544 0.453  0.925
C4 -2.029 -0.635 -0.562  0.043
N1 2.830 1.235 -0.965  0.637
N2 -0.883 -0.403 0.443  0.001
S1 2.522 0.239 0.211  0.375
H1 -0.893 1.611 0.076  -0.005
H2 -0.192 0.687 -1.140  0.007
H3 1.230 2.166 0.574  -0.001
H4 0.792 0.611 1.850  0.010
H5 -0.182 -2.421 1.148  0.011
H6 0.662 -1.868 -0.353  -0.001
H7 -2.551 -1.659 -0.263  -0.002
H8 -2.568 0.335 -0.568  0.003
H9 -1.644 -0.885 -1.585  0.004
H10 3.625 0.987 -1.523  -0.017
H11 -1.464 -0.370 1.347  0.003

total charge = +1
multiplicity = 3
⟨S²⟩ = 2.009
frontier orbital gap (spin up / spin down) = 8.05 / 8.00 eV
HOMO (spin up / spin down) = -11.44 / -13.36 eV

C4H11N2S | ωB97M-V with the def2-TZVPD basis set

Last column: Mulliken spin population.
Cartesian coordinates (Å):
C1 0.416 1.029 0.428  0.847
C2 2.546 -0.049 -0.680  0.022
C3 1.826 1.226 -0.129  0.004
C4 -1.417 -0.406 0.573  0.024
N1 -0.099 -0.161 0.213  0.756
N2 -1.903 -1.660 -0.082  0.000
S1 -2.605 0.808 -0.090  0.161
H1 -0.189 1.771 0.886  0.033
H2 3.514 0.277 -0.974  -0.001
H3 2.820 -0.830 0.105  -0.005
H4 2.026 -0.517 -1.521  0.003
H5 1.538 1.914 -0.987  0.089
H6 2.575 1.777 0.444  0.023
H7 -1.621 -0.452 1.772  0.036
H8 -2.748 -1.994 0.285  0.003
H9 -1.119 -2.399 -0.134  0.003
H10 -2.074 -1.329 -0.988  -0.003
H11 -3.486 0.993 0.881  0.004

total charge = +1
multiplicity = 3
⟨S²⟩ = 2.008
frontier orbital gap (spin up / spin down) = 6.63 / 7.03 eV
HOMO (spin up / spin down) = -10.16 / -14.50 eV

C4H11N2S3 | ωB97M-V with the def2-TZVPD basis set

Last column: Mulliken charge in e.
Cartesian coordinates (Å):
C1 0.947 1.481 0.182  -0.666
C2 0.536 1.363 1.710  -0.594
C3 2.004 -0.738 -0.263  -0.958
C4 -2.582 -1.688 -0.159  -0.732
N1 0.943 0.223 -0.426  0.207
N2 -0.228 -0.307 -0.925  -0.040
S1 -1.156 1.069 1.876  -0.043
S2 -1.228 0.837 -1.719  -0.108
S3 -0.785 -1.879 -0.527  0.154
H1 0.297 2.121 -0.312  0.369
H2 1.988 1.909 0.086  0.406
H3 1.094 0.666 2.313  0.370
H4 0.778 2.203 2.255  0.453
H5 1.671 -1.570 0.397  0.431
H6 2.446 -1.012 -1.280  0.285
H7 2.737 -0.286 0.410  0.370
H8 -3.080 -2.653 0.109  0.375
H9 -2.971 -1.386 -1.263  0.312
H10 -2.683 -0.905 0.573  0.177
H11 -0.729 0.551 -3.036  0.233

total charge = +1
multiplicity = 1
frontier orbital gap (spin up / spin down) = 6.93 / 6.87 eV
HOMO (spin up / spin down) = -12.99 / -12.63 eV

C4H11N3 | ωB97M-V with the def2-TZVPD basis set

Last column: Mulliken spin population.
Cartesian coordinates (Å):
C1 1.167 -0.046 2.186  0.905
C2 0.790 1.101 1.220  -0.586
C3 0.466 0.690 -0.193  2.417
N1 -0.892 0.158 -0.293  -1.101
C4 -1.315 -0.615 -1.335  0.980
N2 -0.614 -0.493 -2.537  0.006
N3 -2.202 -1.526 -1.129  -0.041
H1 0.411 -0.287 2.936  0.012
H2 1.435 -0.927 1.606  -0.215
H3 2.046 0.300 2.744  -0.239
H4 -0.112 1.627 1.553  0.127
H5 1.503 1.925 1.288  -0.994
H6 1.231 0.051 -0.647  -0.002
H7 0.523 1.564 -0.858  0.363
H8 -1.273 -0.233 0.558  0.082
H9 0.353 -0.210 -2.379  -0.291
H10 -0.541 -1.410 -2.967  -0.355
H11 -2.977 -1.671 -1.752  -0.069

total charge = -1
multiplicity = 2
⟨S²⟩ = 0.750
frontier orbital gap (spin up / spin down) = 2.96 / 9.09 eV
HOMO (spin up / spin down) = 1.22 / -4.95 eV

Number 1: F_max 3.8 eV/A. Number 2: F_max 7.4 eV/A. Number 3: F_max 3.8 eV/A. Number 4: F_max 1.9 eV/A.